This record from OMol25 describes a cluster of 15 separate species, C61H147N13O21 in total. The level of theory is wB97M-V/def2-TZVPD.

LUMO energy = 0.415 eV
gap between HOMO and LUMO = 0.3162 Eh
DFT total energy = -4704.100069 a.u.
highest occupied orbital energy = -8.19 eV

Positions of all 242 atoms, in Å:
C1 -5.75758 -3.78699 -2.61151
C2 -6.06572 -2.71081 -3.61276
C3 -7.54142 -2.84988 -4.15005
C4 -8.44591 -2.65106 -2.99946
C5 -8.27004 -1.22588 -2.55024
C6 -6.86053 -0.85401 -2.12045
N1 -5.91357 -1.35336 -3.07486
O1 -4.59405 -1.11497 -2.59494
C7 -6.76790 0.63974 -2.16700
C8 -6.71291 -1.37937 -0.63014
C9 -5.01665 -2.87385 -4.66669
H1 -4.63871 -3.98596 -2.43735
H2 -6.24083 -4.69953 -2.95704
H3 -6.01753 -3.64528 -1.58526
H4 -7.73515 -2.07054 -4.94839
H5 -7.77602 -3.83019 -4.52814
H6 -8.28373 -3.43035 -2.12409
H7 -9.52484 -2.83152 -3.32478
H8 -8.95391 -1.00629 -1.75363
H9 -8.49824 -0.53655 -3.41083
H10 -6.91460 0.86152 -3.22293
H11 -7.48866 1.08375 -1.47750
H12 -5.75719 0.87312 -1.88203
H13 -7.43007 -0.88778 0.08555
H14 -6.70626 -2.43616 -0.50112
H15 -5.69385 -1.05848 -0.21641
H16 -5.34824 -2.28519 -5.50632
H17 -5.02918 -3.98444 -4.96184
H18 -4.06062 -2.43902 -4.32730
H19 -4.35945 -1.85972 -2.00685
C10 2.85067 -4.94686 2.54436
C11 1.73070 -4.97210 3.64707
C12 2.20430 -5.66531 4.93257
C13 1.54296 -5.32188 6.20240
C14 1.56526 -3.82881 6.43694
C15 0.73709 -3.12323 5.22953
N2 1.50106 -3.52748 3.98805
O2 0.85995 -2.88631 2.83263
C16 -0.72764 -3.51661 5.12477
C17 0.88257 -1.62312 5.26940
C18 0.52435 -5.72236 3.02150
H20 2.50041 -4.39136 1.71462
H21 3.09392 -5.99130 2.25324
H22 3.70508 -4.39508 3.03640
H23 2.08886 -6.75634 4.76656
H24 3.30465 -5.48913 5.06221
H25 2.07000 -5.84958 6.95384
H26 0.47377 -5.55330 6.14856
H27 2.59448 -3.49797 6.48020
H28 1.09048 -3.65504 7.39891
H29 -1.20057 -3.80612 6.04992
H30 -1.26663 -2.62972 4.82676
H31 -0.96134 -4.28848 4.39407
H32 1.96858 -1.34321 5.16188
H33 0.20768 -1.16351 4.55918
H34 0.51785 -1.35119 6.23149
H35 0.12274 -5.13281 2.14524
H36 -0.23275 -6.03119 3.73141
H37 0.89351 -6.63249 2.54688
H38 1.27275 -2.09340 2.53294
C19 -1.51581 1.69885 4.90825
C20 -0.77513 2.85905 4.21431
C21 -1.16806 4.17064 4.84737
C22 -0.71062 4.34512 6.28517
C23 0.81923 4.38035 6.23669
C24 1.32516 3.01998 5.76506
N3 0.68690 2.69768 4.40011
O3 1.19342 1.53746 3.78347
C25 2.82821 3.22226 5.46106
C26 1.17380 1.87963 6.82804
C27 -1.14741 2.69195 2.67182
H39 -1.21064 0.69784 4.58061
H40 -2.62877 1.69896 4.80320
H41 -1.35495 1.88726 6.01757
H42 -0.61264 5.01682 4.30789
H43 -2.22464 4.39428 4.76040
H44 -1.20742 3.61105 6.89774
H45 -0.95891 5.34668 6.64056
H46 1.21508 4.57781 7.26498
H47 1.19720 5.16251 5.51693
H48 3.07011 4.11382 4.77571
H49 3.39777 3.49972 6.33927
H50 3.25238 2.37602 4.92258
H51 2.02800 1.98617 7.52574
H52 0.17684 1.90699 7.37117
H53 1.25165 0.99597 6.23713
H54 -1.97279 3.37171 2.48148
H55 -1.44786 1.68578 2.57018
H56 -0.31999 2.80751 2.01719
H57 0.71527 0.71878 4.16459
C28 -0.78631 6.53725 -1.10184
C29 0.03645 5.66896 -0.20318
C30 -0.00991 4.22203 -0.85110
C31 0.62107 4.03044 -2.21302
C32 2.08286 4.43093 -1.98438
C33 2.27144 5.91334 -1.43708
N4 1.48414 6.02902 -0.17157
O4 1.72709 7.28716 0.49713
C34 3.77660 5.97099 -1.06002
C35 1.95372 6.92057 -2.55027
C36 -0.50514 5.59937 1.19995
H58 -0.41426 6.42887 -2.13704
H59 -0.86509 7.64864 -0.80397
H60 -1.86894 6.25540 -1.20720
H61 0.47439 3.59489 -0.10320
H62 -1.05543 3.89996 -0.95415
H63 0.09665 4.64173 -2.97668
H64 0.56958 2.95344 -2.48822
H65 2.64878 4.51862 -2.87592
H66 2.63901 3.79820 -1.22531
H67 4.02613 6.89311 -0.53160
H68 4.09347 5.14871 -0.48002
H69 4.33759 5.92481 -2.00982
H70 2.77293 6.90035 -3.26453
H71 1.05673 6.70516 -3.11568
H72 1.94658 7.94122 -2.13674
H73 0.19699 5.29004 1.94142
H74 -1.29030 4.87400 1.20357
H75 -0.82375 6.64693 1.36307
H76 1.91043 7.93292 -0.23458
C37 1.20775 -0.83966 -5.26652
C38 0.99719 0.70115 -5.10824
C39 0.77808 1.38115 -6.50245
C40 -0.61164 1.28507 -7.02762
C41 -1.65024 1.65790 -5.94183
C42 -1.54676 0.86051 -4.65603
N5 -0.12322 1.01531 -4.28897
O5 0.00951 0.44949 -2.99865
C43 -2.45828 1.47843 -3.58656
C44 -1.90739 -0.60370 -4.95148
C45 2.28579 1.29914 -4.61074
H77 2.18715 -0.88852 -5.75775
H78 0.43007 -1.38049 -5.84102
H79 1.28389 -1.21328 -4.23719
H80 1.19049 2.39511 -6.37453
H81 1.44337 0.85226 -7.23248
H82 -0.86777 0.26744 -7.47708
H83 -0.70297 1.89405 -7.93443
H84 -2.59210 1.42924 -6.40846
H85 -1.52969 2.73897 -5.72251
H86 -2.19747 2.51079 -3.30745
H87 -3.50575 1.36412 -3.90272
H88 -2.36919 0.76638 -2.72652
H89 -1.62799 -0.78504 -6.01270
H90 -1.43771 -1.33176 -4.31139
H91 -2.97202 -0.76705 -4.71528
H92 2.63154 0.82774 -3.70503
H93 2.34718 2.40179 -4.69831
H94 3.00715 0.87464 -5.36907
H95 -0.51153 -0.36941 -3.14728
C46 0.61143 -3.50865 -1.95844
O6 -0.19061 -2.57479 -2.04988
N6 1.64432 -3.39493 -1.10106
N7 0.55084 -4.63289 -2.70861
H96 2.34697 -4.06341 -0.83713
H97 1.75040 -2.48543 -0.69031
H98 -0.18988 -4.90930 -3.27320
H99 1.18469 -5.32401 -2.25354
C47 0.98484 -0.06063 0.47324
O7 1.29343 -0.17421 1.67085
N8 -0.30755 0.15028 0.11290
N9 1.97163 -0.25036 -0.45827
H100 -1.01970 0.38033 0.87466
H101 -0.58376 0.58927 -0.75152
H102 1.77514 -0.20889 -1.48931
H103 2.91408 -0.17690 -0.14816
C48 6.06091 -1.14088 0.52065
O8 5.04532 -0.99996 -0.10892
N10 6.23952 -2.33045 1.14442
N11 6.91284 -0.18430 0.83006
H104 5.56768 -3.05515 0.84710
H105 7.12590 -2.58673 1.48934
H106 6.86040 0.66269 0.21108
H107 7.51938 -0.22414 1.60467
C49 3.90986 2.79074 1.70407
O9 4.73418 3.36857 0.96680
N12 2.79213 3.42730 2.16132
N13 4.05519 1.45433 2.18003
H108 2.05722 2.88478 2.50111
H109 2.59598 4.31693 1.79197
H110 4.84419 0.90757 1.82836
H111 3.17187 0.94098 2.36860
C50 -3.90527 0.07804 2.27585
C51 -3.36153 -0.98313 3.25093
O10 -4.03127 -2.21946 3.03533
O11 -3.13182 -0.03134 1.06593
H112 -3.80431 1.13261 2.61546
H113 -4.95346 0.01387 2.06289
H114 -3.61743 -0.68039 4.27051
H115 -2.28198 -1.15016 3.19775
H116 -3.32602 -2.82171 2.75030
H117 -3.25852 -0.89675 0.59542
C52 5.28735 1.94242 -2.40074
C53 6.57506 2.45496 -1.81039
O12 6.72260 2.22016 -0.39281
O13 5.12442 0.57711 -2.29526
H118 5.30050 2.09979 -3.49871
H119 4.44549 2.58044 -1.98656
H120 6.63034 3.55846 -1.97892
H121 7.41558 1.91562 -2.32856
H122 5.92441 2.60768 0.10519
H123 4.98428 0.32372 -1.35066
C54 4.09761 -2.27256 -3.14258
C55 3.86793 -3.68754 -3.73441
O14 4.88704 -4.57829 -3.18948
O15 5.40103 -1.80146 -3.44275
H124 3.90240 -2.24672 -2.06743
H125 3.34242 -1.61606 -3.56404
H126 3.94946 -3.70786 -4.78102
H127 2.90431 -4.04812 -3.38661
H128 5.68491 -4.05462 -3.10162
H129 5.43464 -0.91291 -3.15769
C56 -5.02554 4.36579 -0.12979
C57 -4.25239 3.15435 0.44012
O16 -4.36628 2.00573 -0.36921
O17 -5.33640 5.38549 0.84580
H130 -6.00120 4.08447 -0.52066
H131 -4.47707 4.82472 -0.89014
H132 -4.73981 2.77944 1.36214
H133 -3.19609 3.47363 0.56816
H134 -3.93425 1.29118 0.04686
H135 -5.81183 6.06538 0.38033
C58 4.63358 -6.04982 -0.30210
C59 3.37738 -6.91382 -0.56825
O18 2.77431 -6.50317 -1.84478
O19 4.39921 -4.66013 -0.30589
H136 5.44772 -6.28317 -0.95934
H137 5.05294 -6.34490 0.70698
H138 2.55290 -6.86899 0.13366
H139 3.71443 -7.91204 -0.65184
H140 3.53962 -6.00609 -2.23582
H141 4.67786 -4.31291 -1.17468
C60 -1.55885 -3.86104 0.62723
C61 -2.73023 -3.63700 -0.28470
O20 -2.84315 -2.29091 -0.79192
O21 -1.90985 -3.41557 1.95539
H142 -0.76202 -3.15162 0.22073
H143 -1.10741 -4.90377 0.70817
H144 -3.65309 -3.70164 0.34413
H145 -2.70660 -4.29858 -1.12729
H146 -2.03155 -2.22380 -1.34096
H147 -1.04302 -3.19799 2.26632

Atomic partial charges in e from the Löwdin method, atoms 1 to 99: number 1, C, carries -0.051; number 2, C, carries -0.526; number 3, C, carries -0.141; number 4, C, carries -0.220; number 5, C, carries -0.167; number 6, C, carries -0.544; number 7, N, carries -0.075; number 8, O, carries -0.045; number 9, C, carries -0.032; number 10, C, carries -0.003; number 11, C, carries -0.040; number 12, H, carries 0.100; number 13, H, carries 0.095; number 14, H, carries 0.045; number 15, H, carries 0.144; number 16, H, carries 0.110; number 17, H, carries 0.151; number 18, H, carries 0.131; number 19, H, carries 0.111; number 20, H, carries 0.133; number 21, H, carries 0.092; number 22, H, carries 0.098; number 23, H, carries 0.052; number 24, H, carries 0.102; number 25, H, carries 0.036; number 26, H, carries 0.087; number 27, H, carries 0.078; number 28, H, carries 0.121; number 29, H, carries 0.065; number 30, H, carries 0.056; number 31, C, carries -0.028; number 32, C, carries -0.473; number 33, C, carries -0.161; number 34, C, carries -0.216; number 35, C, carries -0.098; number 36, C, carries -0.452; number 37, N, carries -0.038; number 38, O, carries -0.053; number 39, C, carries -0.010; number 40, C, carries -0.051; number 41, C, carries -0.029; number 42, H, carries 0.043; number 43, H, carries 0.079; number 44, H, carries 0.106; number 45, H, carries 0.130; number 46, H, carries 0.133; number 47, H, carries 0.106; number 48, H, carries 0.115; number 49, H, carries 0.113; number 50, H, carries 0.114; number 51, H, carries 0.089; number 52, H, carries 0.064; number 53, H, carries 0.065; number 54, H, carries 0.126; number 55, H, carries 0.052; number 56, H, carries 0.080; number 57, H, carries 0.064; number 58, H, carries 0.076; number 59, H, carries 0.076; number 60, H, carries 0.050; number 61, C, carries -0.025; number 62, C, carries -0.461; number 63, C, carries -0.146; number 64, C, carries -0.189; number 65, C, carries -0.148; number 66, C, carries -0.470; number 67, N, carries -0.091; number 68, O, carries -0.088; number 69, C, carries -0.060; number 70, C, carries -0.009; number 71, C, carries 0.008; number 72, H, carries 0.062; number 73, H, carries 0.098; number 74, H, carries 0.076; number 75, H, carries 0.137; number 76, H, carries 0.122; number 77, H, carries 0.092; number 78, H, carries 0.114; number 79, H, carries 0.135; number 80, H, carries 0.134; number 81, H, carries 0.099; number 82, H, carries 0.073; number 83, H, carries 0.065; number 84, H, carries 0.091; number 85, H, carries 0.089; number 86, H, carries 0.036; number 87, H, carries 0.071; number 88, H, carries 0.034; number 89, H, carries 0.052; number 90, H, carries 0.088; number 91, C, carries -0.048; number 92, C, carries -0.515; number 93, C, carries -0.139; number 94, C, carries -0.164; number 95, C, carries -0.126; number 96, C, carries -0.481; number 97, N, carries -0.079; number 98, O, carries -0.035; number 99, C, carries -0.024